This record from the OMol25 dataset describes a 2-piece molecular cluster, C4H4N2 overall at a distorted geometry. The level of theory is ωB97M-V/def2-TZVPD.

```
10
Properties=species:S:1:pos:R:3:forces:R:3
C 0.6111 -0.0556 -0.8439 0.6810 -0.6448 0.3652
C -0.1221 0.3453 0.4345 -0.0906 -0.1650 0.2539
C -1.2660 1.2465 0.2547 -0.9488 0.3402 -0.0974
N -2.1390 1.9882 0.0986 0.9291 -0.7546 0.1302
C -0.2078 -1.0011 1.1097 0.8863 -0.4294 -0.0892
N 0.6760 -1.7836 1.0457 -1.1962 0.1309 0.7014
H 1.4425 -1.0923 0.0737 -0.2222 1.8813 -1.7059
H 0.5207 0.7284 -1.6351 0.9743 -0.4768 0.6700
H 0.3513 -1.0009 -1.2906 -0.8607 -0.0397 -0.0484
H 0.5709 0.8329 1.1280 -0.1522 0.1581 -0.1799
```
Positions in Å, forces in eV/Å.

Summary:
- Total charge: 0
- M: 80.09 g mol⁻¹
- Energy above the lowest of the compared OMol25 structures with the same formula, charge and spin: 118.1 kcal/mol
- LUMO energy (spin up / spin down): -1.362 / -1.361 eV
- Highest occupied orbital energy (spin up / spin down): -10.06 / -10.06 eV
- 2S+1: 1

This record from the OMol25 dataset describes C25H40AlNO3P3 as an isolated structure at a distorted geometry. The level of theory is ωB97M-V/def2-TZVPD.

```
73
Properties=species:S:1:pos:R:3:forces:R:3
C -1.6989 2.9973 -3.8631 0.6485 0.6245 0.3031
C -1.4339 1.8220 -3.1794 0.9367 -0.6006 -0.5532
C -0.0795 1.3639 -3.1479 -0.0673 0.5303 0.6890
C 0.9808 2.3269 -3.2951 -1.4240 -0.3543 -0.7228
C 0.6929 3.5246 -3.9638 0.0355 -0.5192 0.2899
C -0.6403 3.8318 -4.2802 -0.1696 -0.3289 -0.0081
C 2.2466 1.8995 -2.6250 -0.8419 -0.6690 0.4156
C 2.5687 0.4887 -3.0135 -0.4831 -1.4353 -0.2489
C 1.4466 -0.4032 -2.8627 0.4931 0.0623 0.3837
C 1.6853 -1.7944 -2.6350 -0.0188 1.0268 -0.6716
C 2.9150 -2.3065 -3.0295 0.4241 0.6152 0.3407
C 3.9573 -1.4435 -3.4337 -0.2249 -0.5657 -0.1620
C 3.8033 -0.0566 -3.3931 -0.3815 0.5767 0.1392
H -2.7322 3.2642 -4.0509 0.0235 0.2415 0.0237
H 1.5292 4.1801 -4.2587 -0.6008 -0.1480 0.3208
H -0.8658 4.7388 -4.8231 -0.0069 0.0018 -0.0400
H 3.0664 2.5659 -2.9050 0.0067 0.1447 0.9441
H 3.0480 -3.3826 -3.0031 0.2620 0.0281 0.0251
H 4.8950 -1.8776 -3.7713 -0.1495 0.1005 0.0759
H 4.6238 0.6336 -3.6824 -0.4820 -0.6477 0.4082
N 0.1409 0.0360 -2.8568 0.1404 0.4124 2.0082
Al 0.0532 0.4673 0.0750 0.1026 -1.3236 -3.3434
C -2.4904 0.9458 -2.5521 0.7008 -0.3581 -0.5338
H -2.4574 -0.0833 -2.9404 0.0422 0.2198 0.0288
H -3.4759 1.3586 -2.7366 -0.3223 0.0619 0.1499
C 0.5623 -2.6189 -2.0663 -0.3023 0.8233 -0.8302
H -0.3394 -2.5498 -2.7064 0.3492 -0.0070 0.2713
H 0.8721 -3.6569 -2.0081 -0.0928 -0.2701 0.3077
P -2.2466 0.8289 -0.7388 -0.1840 0.9225 -0.7504
P 0.0508 -2.0302 -0.3874 0.8767 -0.7246 -0.4359
C 1.3145 -2.8347 0.6522 0.0680 0.0651 0.2729
H 1.1356 -2.5721 1.6976 0.0815 -0.1361 -0.0865
H 1.2840 -3.9246 0.5332 -0.0406 0.2360 -0.0211
H 2.3078 -2.4758 0.3612 -0.1551 -0.0007 -0.0147
C -1.4212 -3.0717 -0.0914 -0.4084 0.3604 0.3594
H -1.1443 -4.1309 -0.0233 0.0985 0.2944 -0.0812
H -1.8948 -2.7737 0.8503 -0.0293 -0.1517 -0.0947
H -2.1511 -2.9513 -0.8996 0.1984 0.0042 0.1170
C -2.7519 2.4765 -0.1833 -0.1107 0.3139 0.1875
H -3.7470 2.7202 -0.5740 0.1603 -0.0608 0.0848
H -2.7749 2.5210 0.9073 -0.0447 0.0122 0.0022
H -2.0444 3.2267 -0.5473 -0.0445 -0.1064 -0.0530
C -3.6147 -0.2277 -0.1939 -0.0057 -0.4092 0.4594
H -3.6063 -0.3153 0.8967 -0.0292 -0.0259 -0.1647
H -4.5710 0.2107 -0.4981 0.2326 0.0696 -0.0595
H -3.5438 -1.2274 -0.6287 0.0316 0.1551 0.0226
H 1.8564 1.7458 -1.4894 1.8417 1.2190 -2.2599
H 1.5056 1.2579 -0.0104 -1.2643 -0.6704 0.4174
C 0.7579 3.9879 2.9399 0.2389 0.6502 0.0872
C 1.0967 2.5388 2.7271 0.0765 -0.0486 0.0602
O -0.1532 1.7959 2.9712 0.1335 -0.9765 -0.7261
P -0.6152 0.4158 2.2532 -0.9950 0.0081 5.2549
O -2.1826 0.3499 2.7379 1.5137 0.1907 -0.7672
C -2.6567 0.2008 4.1427 0.4250 -0.1136 -0.3782
C -2.2754 1.3477 5.0436 0.5272 0.1200 -0.2095
O 0.0880 -0.8124 3.0626 -0.3134 1.0511 -1.0219
C 0.8584 -0.8492 4.3132 -0.4028 0.0940 -0.0930
C 2.3317 -0.7905 4.0331 0.4332 -0.0827 -0.2579
H 0.0946 4.3809 2.1612 0.1097 -0.1834 0.0999
H 1.6809 4.5882 2.9256 -0.2642 -0.1952 -0.0421
H 0.2781 4.1536 3.9108 0.1046 -0.1445 -0.1527
H 1.4614 2.3612 1.6994 -0.1882 -0.0171 0.5886
H 1.8622 2.1945 3.4504 -0.5241 0.0765 -0.3674
H -3.7377 0.1318 4.0589 0.0258 -0.0825 -0.2548
H -2.2622 -0.7496 4.5081 -0.0777 0.0298 -0.0410
H -2.4930 2.3115 4.5697 -0.0128 -0.1984 0.1845
H -2.8336 1.2553 5.9707 -0.1391 0.0460 0.0821
H -1.2082 1.3118 5.2958 -0.2823 0.1455 -0.0634
H 0.5376 -0.0250 4.9719 0.0221 -0.4075 -0.2470
H 0.5841 -1.8206 4.7325 -0.0285 0.2787 0.1541
H 2.6350 0.1801 3.6441 0.0085 0.0985 0.1314
H 2.8918 -1.0002 4.9502 -0.0904 0.1171 -0.1171
H 2.6393 -1.5233 3.2808 -0.1703 -0.0649 0.1841
```
Positions in Å, forces in eV/Å.

Summary:
- Total charge: +1
- M: 522.50 g mol⁻¹
- Energy above the lowest of the compared OMol25 structures with the same formula, charge and spin: 0.0 kcal/mol
- LUMO energy: -3.025 eV
- Highest occupied orbital energy: -8.37 eV
- 2S+1: 1

This record from the OMol25 dataset describes a 2-piece molecular cluster, C42H49Cl2IN4O4S2 overall at a distorted geometry. The level of theory is ωB97M-V/def2-TZVPD.

```
104
Properties=species:S:1:pos:R:3:forces:R:3
H 6.3002 2.5939 1.4484 0.1439 0.0234 -0.0058
N 5.4920 2.4119 2.0376 0.0918 0.1085 0.1021
C 4.4322 2.7661 1.4479 0.1766 -0.0300 -0.1100
C 3.1022 2.6124 2.1259 0.4029 -0.0216 0.4088
C 2.3019 1.3603 1.7779 -0.1854 -0.0983 -0.2680
I 0.5326 1.6122 3.2058 -0.0715 -0.0313 0.0347
N 3.0102 0.1656 2.0736 -1.0204 0.5363 0.5276
C 2.2142 -1.0560 1.9841 0.1561 -0.5766 -0.5216
C 2.8950 -2.0864 1.1975 -0.0557 0.0125 -0.1317
C 3.5276 -2.8464 0.5251 -0.0674 -0.0667 0.0642
C 3.7396 0.1621 3.3341 0.6415 -0.4638 0.4646
C 4.6858 -1.0290 3.3889 0.1405 0.1974 -0.2738
C 5.6085 -0.9304 2.1919 0.4236 0.2658 0.1676
S 6.8681 -2.2293 2.2242 -0.1557 -0.4095 0.0373
C 7.1753 -2.2891 0.4702 -0.3505 0.2201 0.0329
S 7.6175 -0.9027 -0.2815 -0.0062 0.1469 -0.2121
N 6.9914 -3.5010 -0.1453 1.4863 0.2308 0.2537
C 7.4929 -3.5571 -1.5260 -0.6093 -0.4171 -0.3443
C 6.5650 -2.9327 -2.5521 0.3451 -0.2915 -0.3157
C 7.4177 -4.6627 0.6787 -0.6158 -0.3429 0.1721
C 6.2831 -5.3142 1.4569 0.0121 0.3966 -0.1952
C 1.7275 1.3523 0.2787 -0.2390 0.3698 0.0897
Cl 1.8517 3.0464 -0.4084 0.0001 0.1008 -0.0626
C 2.5546 0.4763 -0.6674 0.5314 0.2340 -0.2816
O 3.9386 0.6192 -0.4482 -0.0870 0.1689 0.2148
C 4.6443 1.2103 -1.5193 0.0362 -0.0108 0.0239
O 0.3493 1.0921 0.3219 0.6628 -0.7561 -0.1421
C -0.4847 0.5582 -0.6857 -0.4729 0.1612 0.2430
Cl -0.2598 1.2864 -2.3298 0.3489 0.0944 -0.1489
C -1.8054 1.0014 -0.2569 -0.0943 0.1504 0.0074
C -2.8989 1.3285 0.0850 -0.0103 0.3024 0.1299
C -0.5244 -0.9605 -0.8380 -0.3968 0.0296 -0.4909
C -1.7878 -1.4260 -1.5987 0.2313 -0.5230 0.3989
C -2.9064 -1.9733 -0.7017 0.2414 0.2220 -0.5237
C -2.7357 -3.4325 -0.2644 -0.4823 0.3828 0.5214
N -2.4400 -3.5767 1.1523 0.2231 -0.0763 -0.9009
C -1.2484 -3.9892 1.6487 0.1708 0.0127 0.2915
C -1.3246 -3.9603 3.0150 0.8033 -0.1801 0.0284
C -2.5998 -3.5113 3.3462 -0.7946 0.2874 0.3140
C -3.2730 -3.2839 2.1774 -0.1418 0.1111 0.2178
H 4.4572 3.2236 0.4673 -0.1271 0.0557 -0.2959
H 2.4827 3.4818 1.9966 -0.1711 0.2558 -0.3227
H 3.3190 2.5983 3.1828 -0.0633 -0.1186 0.3033
H 1.2449 -0.8857 1.5424 -0.3557 0.3110 -0.1093
H 2.0187 -1.4766 2.9634 -0.1664 0.1149 0.4387
H 4.1756 -3.4806 -0.0171 0.1260 -0.2718 -0.2137
H 4.3737 1.0233 3.4375 0.0689 0.3351 -0.2549
H 3.0814 0.1527 4.2056 -0.4347 -0.0611 -0.0076
H 5.2853 -0.9377 4.2862 0.0251 -0.0449 0.4019
H 4.1590 -1.9754 3.4300 -0.0095 -0.2675 -0.0099
H 5.0817 -0.9839 1.2539 -0.1300 -0.1056 -0.1510
H 6.0999 0.0307 2.2142 0.1918 0.2336 0.0179
H 8.4963 -3.1522 -1.6061 0.2320 0.2836 0.1486
H 7.5642 -4.6060 -1.7780 0.0037 -0.3415 0.0756
H 5.5303 -3.0819 -2.2755 -0.3039 0.1770 0.1449
H 6.7128 -3.4628 -3.4870 0.0029 -0.1033 -0.2847
H 6.7902 -1.8965 -2.7404 -0.1919 0.3562 0.1503
H 8.2302 -4.3825 1.3362 0.1756 0.2294 0.2377
H 7.8252 -5.4182 0.0240 0.2067 -0.0041 -0.3766
H 6.6871 -5.8177 2.3246 -0.0173 -0.3595 0.1401
H 5.7219 -5.9915 0.8260 -0.0573 -0.3328 -0.0703
H 5.6016 -4.5580 1.8096 -0.2123 0.1832 0.2165
H 2.3052 -0.5652 -0.5705 -0.2459 -0.4845 0.2679
H 2.3441 0.7745 -1.6854 -0.4020 0.0416 -0.2502
H 4.3124 2.2256 -1.7192 -0.1754 0.2133 -0.0483
H 5.6846 1.2380 -1.2257 0.2463 -0.0725 0.0696
H 4.5510 0.6196 -2.4273 -0.0114 -0.1497 -0.2078
H -3.8200 1.7143 0.4255 -0.3871 0.0125 0.1084
H 0.3254 -1.3084 -1.3979 0.6365 -0.0229 0.0459
H -0.5514 -1.4136 0.1426 0.2608 -0.0553 0.4581
H -1.4765 -2.2402 -2.2429 0.0545 -0.1729 -0.3256
H -2.1567 -0.6539 -2.2600 -0.0848 0.2621 -0.0383
H -3.0211 -1.3361 0.1646 -0.0846 0.0489 0.2695
H -3.8257 -1.8900 -1.2687 -0.3113 -0.0074 -0.0804
H -3.6699 -3.9476 -0.4449 -0.2047 -0.2790 -0.1145
H -1.9683 -3.9455 -0.8255 0.2818 -0.1090 -0.1263
H -0.4448 -4.2619 1.0063 0.3590 -0.1581 -0.3465
H -0.5356 -4.2199 3.6908 0.1863 -0.1029 0.1531
H -3.0166 -3.3504 4.3185 -0.0172 -0.0194 0.3119
H -4.2635 -2.9192 2.0178 -0.3542 0.0889 -0.1487
O -8.4842 6.3328 -3.6444 0.0014 -0.0030 0.0052
C -8.4312 5.3667 -2.9141 -0.0065 0.0500 -0.0462
C -7.1859 4.5541 -2.8003 -0.0627 -0.0323 0.0568
C -6.0649 4.9309 -3.5292 0.1063 -0.0095 -0.0231
C -4.8902 4.2084 -3.4127 -0.0174 -0.0176 0.0227
C -4.8287 3.1063 -2.5664 0.0449 -0.0182 -0.0304
C -5.9467 2.7188 -1.8494 0.1111 -0.0198 -0.0237
C -7.1296 3.4367 -1.9650 -0.0768 0.0640 -0.0053
C -8.3249 2.9901 -1.1935 0.0018 -0.0563 0.0379
O -8.2885 1.9908 -0.5070 0.0045 0.0090 0.0069
C -9.5632 3.8149 -1.2899 0.0685 0.0360 -0.0549
C -10.6806 3.4416 -0.5544 -0.0986 0.0144 0.0384
C -11.8309 4.2089 -0.6096 0.0034 0.0248 -0.0203
C -11.8705 5.3530 -1.3993 0.0038 -0.0323 0.0160
C -10.7637 5.7237 -2.1427 -0.1037 0.0258 0.0201
C -9.6079 4.9554 -2.0946 0.0746 -0.0584 0.0225
H -6.1227 5.7916 -4.1800 -0.0669 0.0373 0.0133
H -4.0171 4.5051 -3.9779 0.0202 0.0022 -0.0039
H -3.9064 2.5480 -2.4677 0.0222 0.0053 0.0016
H -5.9131 1.8591 -1.1948 -0.0836 -0.0293 0.0089
H -10.6375 2.5528 0.0587 0.0723 -0.0271 0.0006
H -12.6995 3.9185 -0.0341 -0.0166 -0.0006 0.0099
H -12.7684 5.9549 -1.4347 -0.0193 0.0057 -0.0016
H -10.7851 6.6088 -2.7623 0.0655 0.0009 -0.0451
```
Positions in Å, forces in eV/Å.

Summary:
- Total charge: 0
- SMILES: [H]/N=C/C[C@](I)(N(CC#C)CCCSC(=S)N(CC)CC)[C@@](Cl)(COC)O[C@](Cl)(C#C)CCCCn1cccc1.O=C1c2ccccc2C(=O)c2ccccc21
- M: 935.82 g mol⁻¹
- LUMO energy: -1.007 eV
- Highest occupied orbital energy: -8.09 eV
- 2S+1: 1

This record from the OMol25 dataset describes a 4-piece molecular cluster, C24H41F2N3O15P overall at a distorted geometry. The level of theory is ωB97M-V/def2-TZVPD.

```
86
Properties=species:S:1:pos:R:3:forces:R:3
C 2.1819 3.0510 1.8591 -0.0188 -0.4767 0.0097
C 2.1125 1.7910 1.0169 0.0437 0.0502 0.7511
O 2.2813 2.1317 -0.3851 -0.0173 -0.1235 -0.0888
N 2.0925 1.0372 -1.1938 -0.0783 0.2527 0.5054
C 0.9597 0.9659 -1.8204 -0.0426 0.0319 -0.3438
N 0.0333 2.0009 -1.7826 0.2588 -0.0844 -0.5107
C -0.6806 2.1953 -0.5076 -0.2945 0.3193 0.0272
C -1.2191 0.9386 0.1325 -1.1207 0.7011 0.1204
P -1.9447 1.4541 1.7310 0.4756 -0.3859 0.8048
O -0.8178 1.7215 2.6264 0.8221 0.3446 0.2115
O -2.9221 2.6605 1.5073 0.1877 -0.1471 -0.3290
C -2.3723 3.9727 1.7639 -0.9093 1.1346 0.2102
C -2.3973 4.3721 3.2201 1.0142 -0.5944 0.1084
O -2.9058 0.3359 2.2680 -0.0357 -0.0286 -0.7419
C -2.3374 -0.9896 2.3674 -0.5214 -0.5838 0.3475
C -3.2523 -1.9467 1.6546 -0.1702 0.6759 0.0118
N 0.7367 -0.1373 -2.5982 -0.7181 0.1580 0.4185
C 0.1500 -1.2873 -1.9007 -0.0542 -0.4345 -0.2815
C 0.5940 -2.6221 -2.4927 1.1923 -0.0738 -0.1572
O 1.7728 -2.8660 -2.6231 -0.7479 0.1790 0.1299
C 0.1333 0.1649 -3.8847 0.1757 -1.0954 -0.8395
C 1.0108 -0.4743 -4.9493 3.0418 1.6319 -1.4046
O 2.0040 0.0584 -5.4215 -2.8553 -1.6871 1.2566
F 0.6225 -1.7005 -5.3265 -0.0048 0.2657 0.1492
C 3.2148 0.0757 -1.2625 1.5157 0.0084 0.8707
C 4.5309 0.7469 -0.9199 -0.7493 0.7143 -0.4771
F 3.3263 -0.4217 -2.4952 -0.2422 -0.1396 -0.8949
H 2.9111 2.8976 2.6358 0.3890 0.1128 0.2721
H 2.4658 3.9249 1.2955 0.0026 0.2833 -0.2526
H 1.2369 3.1790 2.3617 -0.3927 0.3373 0.0087
H 1.1651 1.3017 1.1985 -0.3375 -0.0844 -0.2924
H 2.8777 1.0991 1.3332 0.4561 -0.2745 -0.2186
H 0.4793 2.8631 -2.0664 0.0405 0.2938 0.1438
H -1.5336 2.8210 -0.7197 -0.2738 0.2282 -0.3553
H -0.0870 2.7703 0.1863 0.4337 0.0063 0.2688
H -0.4695 0.2171 0.4062 0.2569 -0.3909 -0.0922
H -2.0036 0.5307 -0.4943 0.0052 -0.4551 -0.2171
H -1.3788 4.1122 1.3683 0.4009 -0.3775 -0.1776
H -3.0028 4.6555 1.2172 -0.3783 -0.0110 -0.4057
H -2.5240 5.4327 3.3321 -0.3648 0.4513 -0.0232
H -3.1009 3.8088 3.8118 -0.5238 -0.0085 -0.0040
H -1.4218 4.1557 3.6271 0.2789 -0.1202 0.3955
H -1.3239 -1.0412 1.9948 0.3427 0.2032 -0.1443
H -2.3044 -1.2415 3.4169 0.0977 0.1176 0.3662
H -4.2546 -1.6854 1.9563 -0.4533 -0.2007 0.2261
H -3.0390 -2.9702 1.9112 0.1257 -0.3758 -0.0575
H -3.2198 -1.7884 0.5890 0.1791 -0.2157 -0.4825
H 0.4483 -1.2729 -0.8626 0.1981 -0.1174 0.3219
H -0.9316 -1.2150 -1.9246 -0.3209 -0.0065 0.0171
H -0.1770 -3.3371 -2.7854 -0.2074 -0.0551 0.0080
H -0.8731 -0.2261 -3.9846 -0.3231 0.0312 0.2164
H 0.1503 1.2082 -4.1211 -0.0759 0.6037 0.1824
H 3.0487 -0.7227 -0.5531 -0.5350 -0.4571 0.0729
H 4.5561 1.6876 -1.4494 0.2084 0.3713 -0.1334
H 4.6362 0.9516 0.1301 0.2075 -0.1079 0.3657
H 5.3212 0.1387 -1.3191 0.3023 -0.4459 0.1430
C -1.6817 -7.1735 -0.4378 -0.0350 -0.2519 -0.0257
C -1.1952 -7.0369 -1.8637 0.1852 -0.2429 -0.0259
O -1.5293 -5.6655 -2.1612 -0.0177 0.0947 0.0623
C -1.6046 -4.9940 -0.9989 0.1195 -0.4224 -0.0183
O -1.6802 -3.8044 -0.9158 0.0440 0.4851 0.0282
O -1.5606 -5.8259 0.0525 -0.0739 0.0399 -0.0358
H -1.0784 -7.8531 0.1560 0.0877 0.1607 0.0972
H -2.7281 -7.4740 -0.3752 -0.0144 0.0639 -0.0051
H -0.1159 -7.1647 -1.9531 -0.1722 0.0610 0.0900
H -1.6927 -7.7110 -2.5541 -0.1007 0.1609 -0.0912
C 3.1272 -5.7832 -3.2581 0.1919 0.2651 -0.1208
C 3.0701 -6.4875 -4.5950 0.0115 0.0585 -0.0900
O 2.7461 -7.8331 -4.2166 -0.0322 0.0788 0.1449
C 2.1298 -7.7956 -3.0134 0.2845 0.1847 -0.3433
O 1.5712 -8.7096 -2.5061 -0.2062 -0.2616 0.1836
O 2.2173 -6.5579 -2.4664 0.0093 -0.0181 -0.0419
H 2.8013 -4.7498 -3.3058 -0.1270 -0.0457 0.1232
H 4.1200 -5.8288 -2.8066 -0.0284 -0.0957 0.0236
H 2.2735 -6.1059 -5.2364 -0.0210 -0.0054 0.0341
H 4.0099 -6.4530 -5.1386 0.0187 -0.2193 0.0241
C -2.3463 8.9573 5.4015 -0.1278 0.0926 0.0657
C -2.0168 7.8288 6.3530 -0.0823 -0.0419 0.2210
O -1.3356 6.8953 5.5022 -0.0611 0.2388 -0.0813
C -0.8245 7.5888 4.4532 -0.0509 0.0366 0.1898
O -0.0676 7.1418 3.6575 0.1444 -0.2026 -0.2410
O -1.2931 8.8555 4.4373 -0.0609 -0.0306 0.0456
H -2.3373 9.9344 5.8758 0.1460 0.0483 -0.0994
H -3.3026 8.8144 4.8954 0.0168 -0.0368 -0.0112
H -1.3377 8.1371 7.1490 0.0287 0.0143 -0.0348
H -2.8973 7.3699 6.7940 0.0381 -0.1574 -0.0837
```
Positions in Å, forces in eV/Å.

Summary:
- Total charge: +1
- M: 680.57 g mol⁻¹
- LUMO energy: -3.611 eV
- Highest occupied orbital energy: -12.84 eV
- 2S+1: 1